C21H24N2O4S | ωB97M-V/def2-TZVPD

Last column: Mulliken charge in e.
Cartesian coordinates (Å):
C  -4.61759  -0.74455  -2.13499  -0.94
C  -3.60536  0.02260  -1.77785  0.47
C  -3.76919  1.34397  -1.08565  -1.29
N  -2.97707  1.46750  0.12534  0.07
C  -1.66740  1.96195  0.07598  0.11
C  -0.91662  1.96433  -1.09984  -0.05
C  0.36934  2.47553  -1.11025  -1.04
C  0.93654  2.98272  0.04465  -0.55
C  0.19305  2.99075  1.21419  -0.65
C  -1.09859  2.50015  1.23223  -0.01
S  -3.43372  0.36820  1.31404  1.34
O  -4.84224  0.16184  1.18027  -0.71
O  -2.92898  0.79723  2.58292  -0.69
C  -2.55382  -1.12936  0.86346  -0.02
C  -3.23540  -2.27082  0.49070  -0.26
C  -2.51175  -3.38931  0.10635  -0.80
C  -1.12797  -3.34837  0.09620  -0.56
C  -0.44679  -2.20268  0.50030  0.50
C  1.04921  -2.18988  0.43449  0.39
O  1.66084  -2.83819  -0.39290  -0.65
N  1.64853  -1.41644  1.36533  -0.02
C  3.06983  -1.17684  1.38643  -1.26
C  3.42340  0.20141  0.78511  0.85
C  3.38727  0.18556  -0.74570  -0.29
C  4.82646  -0.19175  -1.09066  -0.77
C  5.60665  0.49555  0.02969  -0.57
O  4.74292  0.56111  1.15596  -0.51
C  -1.17516  -1.08260  0.88650  -0.41
H  -4.46753  -1.68761  -2.63245  0.31
H  -5.63687  -0.45548  -1.94302  0.29
H  -2.58724  -0.29295  -1.96783  0.17
H  -4.81161  1.46634  -0.78457  0.44
H  -3.49742  2.16947  -1.75107  0.56
H  -1.32662  1.57307  -2.01681  0.38
H  0.92811  2.47112  -2.03467  0.42
H  1.94043  3.37945  0.03397  0.45
H  0.61677  3.39753  2.12045  0.43
H  -1.67532  2.51253  2.14115  0.51
H  -4.31341  -2.25762  0.49842  0.58
H  -3.02759  -4.28887  -0.19250  0.42
H  -0.54895  -4.20170  -0.22351  0.50
H  1.08368  -0.89742  2.01792  0.23
H  3.43509  -1.21125  2.41577  0.34
H  3.54482  -1.97184  0.80854  0.34
H  2.73763  0.94898  1.20742  0.02
H  3.15075  1.17929  -1.12606  0.20
H  2.65962  -0.52565  -1.12736  0.27
H  4.95540  -1.27266  -1.04117  0.25
H  5.13242  0.15317  -2.07524  0.43
H  5.88526  1.51889  -0.25623  0.30
H  6.51189  -0.04516  0.31759  0.33
H  -0.69571  -0.16122  1.17891  0.18

Computed properties:
SMILES string: C=CCN(c1ccccc1)S(=O)(=O)c1cccc(C(=O)NC[C@@H]2CCCO2)c1
Spin multiplicity: 1
Frontier orbital gap in eV: 9.21
Total charge: 0
F_max in eV/Å: 1.224
HOMO level in eV: -8.85
Energy in eV: -44171.28329
ΔE to the lowest compared entry with this formula, charge and spin in kcal/mol: 48.9